# 1
138
Properties=species:S:1:pos:R:3 method="wB97M-V/def2-TZVPD" e_lumo_ev=0.28 smiles="COCCNCCOC.COCCNCCOC.COCCNCCOC.NC(N)=O.NC(N)=O.NC(N)=O.NC(N)=O.NC(N)=O.NC(N)=O.CO.CO.CO" energy_ha=-3027.33475 largest_force_ev_per_a=3.22 gap_ev=8.46
C -16.2613 -18.0160 12.7176
O -16.7080 -16.7247 13.0632
C -15.7691 -15.9225 13.7997
C -16.1250 -14.4618 13.4493
N -16.1049 -14.2499 12.0067
C -16.7139 -12.9951 11.5853
C -18.1243 -12.7321 12.1108
O -19.0161 -13.6714 11.3848
C -20.2076 -14.0254 12.0075
H -16.0205 -18.6848 13.5115
H -15.4232 -17.9090 12.0227
H -17.0269 -18.5804 12.1896
H -14.7756 -16.0504 13.3862
H -15.8304 -16.1582 14.8452
H -15.4242 -13.8173 14.0124
H -17.1123 -14.1993 13.8330
H -16.6843 -14.9909 11.6425
H -16.8534 -12.9480 10.4920
H -16.0564 -12.1801 11.8953
H -18.3755 -11.6869 11.9537
H -18.3231 -12.9872 13.1382
H -21.1079 -13.4096 11.9148
H -20.1001 -14.1713 13.1368
H -20.3763 -14.9813 11.5397
C -18.4569 -11.1736 18.3034
O -17.1814 -11.6950 18.5583
C -17.0072 -12.8699 17.6818
C -15.6008 -13.3324 18.0269
N -15.1280 -14.4010 17.0884
C -13.6805 -14.5589 17.1664
C -13.2472 -15.3478 18.3409
O -13.8632 -16.6792 18.2668
C -13.7755 -17.4844 19.4373
H -18.6359 -11.0302 17.1905
H -18.5956 -10.2668 18.8868
H -19.1770 -11.9118 18.6921
H -17.1550 -12.5402 16.6699
H -17.7138 -13.6062 18.0418
H -15.6931 -13.4817 19.1278
H -14.8653 -12.4993 17.8977
H -15.5975 -15.3011 17.0940
H -13.2062 -13.5647 17.0637
H -13.2732 -15.1452 16.2611
H -13.6195 -14.9540 19.3303
H -12.1866 -15.5201 18.3911
H -14.1192 -18.4792 19.2454
H -14.3883 -16.9834 20.2182
H -12.7394 -17.6375 19.7994
C -20.7087 -4.8368 10.6633
O -19.8638 -5.2759 11.6909
C -20.5486 -5.9102 12.7534
C -20.0590 -5.6551 14.1344
N -20.1156 -4.2977 14.6311
C -18.9145 -3.5438 14.6436
C -19.1705 -2.2068 15.2451
O -19.6239 -2.4590 16.5691
C -20.3907 -1.4593 17.1533
H -20.1263 -4.5006 9.8183
H -21.3634 -4.0716 10.9846
H -21.4000 -5.6735 10.4008
H -20.4755 -7.0292 12.6484
H -21.6249 -5.7210 12.5926
H -19.0244 -6.0484 14.1127
H -20.6726 -6.2600 14.7254
H -20.5074 -4.3164 15.5763
H -18.6361 -3.2604 13.6176
H -18.0513 -3.9081 15.1647
H -20.0135 -1.7227 14.7434
H -18.2606 -1.5492 15.1950
H -19.8552 -0.7134 17.7056
H -21.0809 -1.8859 17.9224
H -20.9970 -0.8953 16.4535
C -15.3827 -5.4318 13.5411
O -16.7698 -5.8999 13.3209
H -14.9317 -6.1046 14.2507
H -14.8183 -5.6077 12.6063
H -15.4007 -4.3329 13.7356
H -17.2823 -5.0634 13.1056
C -20.1429 -9.8983 13.7029
O -20.2062 -11.1867 14.3128
H -21.1327 -9.7634 13.2522
H -19.9729 -9.0880 14.4553
H -19.4259 -9.8725 12.8580
H -19.2722 -11.4555 14.4626
C -22.4597 -4.6749 17.6112
O -21.9948 -5.8438 17.0009
H -21.5775 -4.1179 17.9833
H -22.9962 -4.0490 16.9001
H -23.0850 -4.9220 18.4559
H -22.6319 -6.0343 16.2578
C -18.5185 -7.0161 17.2343
O -17.3332 -7.1049 17.0094
N -19.1331 -5.8358 17.4736
N -19.3531 -8.1567 17.2059
H -20.1789 -5.8128 17.2768
H -18.6801 -4.9612 17.3158
H -20.3076 -8.1227 17.6132
H -18.9543 -9.0351 16.9814
C -23.6796 -7.2452 14.5515
O -23.7271 -6.1330 15.0620
N -24.7283 -7.6404 13.8023
N -22.6413 -8.1083 14.7296
H -24.7793 -8.5561 13.3945
H -25.5943 -7.0427 13.7938
H -22.6407 -9.0652 14.3223
H -21.7506 -7.7835 15.0177
C -16.9220 -9.9470 15.3874
O -17.3091 -11.0478 14.9263
N -17.0537 -8.7816 14.6961
N -16.3072 -9.7185 16.5897
H -17.2081 -8.9314 13.7106
H -16.8280 -7.8974 15.1415
H -16.1617 -8.7341 16.7081
H -16.3892 -10.3807 17.4055
C -23.8566 -11.7100 13.8551
O -23.7759 -10.5757 13.3447
N -25.0753 -12.2955 14.1079
N -22.7601 -12.3712 14.2430
H -25.0860 -13.2816 14.1267
H -25.8400 -11.8877 13.5725
H -21.7938 -11.9417 14.2939
H -22.9735 -13.1495 14.8458
C -17.4756 -9.2170 10.7561
O -16.7590 -9.7754 11.5651
N -18.2172 -8.0754 11.0686
N -17.8060 -9.7399 9.5702
H -17.7673 -7.4659 11.7470
H -18.7141 -7.5930 10.3393
H -18.6991 -9.4264 9.1202
H -17.6530 -10.7038 9.3825
C -21.2821 -9.3711 9.9655
O -20.6659 -8.6118 9.2348
N -22.3912 -8.8674 10.6916
N -20.9876 -10.6912 10.1267
H -22.0805 -7.9119 10.8453
H -22.7727 -9.3716 11.4471
H -20.2050 -10.9703 9.5727
H -21.3619 -11.4263 10.7271

# 2
138
Properties=species:S:1:pos:R:3 method="wB97M-V/def2-TZVPD" e_lumo_ev=0.21 de_lowest_kcal_mol=22.5 energy_ha=-3110.11788 largest_force_ev_per_a=8.76 gap_ev=9.38
C 0.0048 1.1000 0.2200
C -0.1301 -0.3868 0.0927
O -0.5847 -0.7975 -1.1868
O 0.9606 1.6413 -0.6680
H 0.2329 1.3621 1.2615
H -0.9638 1.5834 0.0376
H -0.8204 -0.8511 0.7950
H 0.8435 -0.8411 0.3241
H 0.0444 -0.6326 -1.9250
H 0.9820 2.5993 -0.5703
C 0.9486 -3.3211 3.0848
C 1.8698 -3.5546 4.2708
O 2.8227 -4.5714 3.8636
O 1.4450 -2.2984 2.2033
H -0.0074 -2.9705 3.4849
H 0.7532 -4.2582 2.5683
H 1.3066 -4.0593 5.0612
H 2.3945 -2.6868 4.6701
H 3.3235 -4.8387 4.6398
H 1.1522 -1.4378 2.5538
C 3.2412 1.2752 0.2524
C 3.7985 -0.0015 -0.3358
O 3.9069 0.0024 -1.7719
O 4.1843 2.3612 0.2909
H 2.8476 1.1809 1.2667
H 2.3729 1.5994 -0.3371
H 3.2093 -0.8717 -0.0531
H 4.8084 -0.1798 0.0468
H 4.5653 0.6744 -1.9775
H 4.6495 2.3399 -0.5506
C -0.7041 2.8382 -4.4456
C 0.6285 3.5998 -4.3163
O 1.5710 3.0773 -5.2074
O -0.5607 1.5641 -3.8128
H -0.9760 2.6617 -5.4881
H -1.4771 3.3588 -3.8766
H 0.9190 3.6531 -3.2665
H 0.3828 4.6290 -4.6017
H 2.1515 2.4433 -4.7542
H 0.2599 1.1386 -4.0885
C 3.6622 -3.6433 -0.5986
C 4.5535 -3.7657 0.6442
O 4.4713 -2.6738 1.5210
O 2.2528 -3.6705 -0.2790
H 3.8768 -4.4246 -1.3221
H 3.8538 -2.6552 -1.0259
H 5.5987 -3.7914 0.3150
H 4.4152 -4.7183 1.1631
H 3.7579 -2.8606 2.1335
H 1.9977 -3.0624 0.4412
C 3.3846 5.0130 -0.7666
C 2.8009 4.5188 0.5256
O 1.3661 4.3313 0.4308
O 2.9974 6.3534 -1.0504
H 3.1546 4.4086 -1.6485
H 4.4702 5.0188 -0.6504
H 2.9699 5.2600 1.3068
H 3.2059 3.5302 0.7620
H 0.9983 4.9367 1.0790
H 2.0474 6.3828 -1.2015
C 3.0249 0.1736 -3.8272
C 2.2775 -1.0867 -3.3667
O 0.8644 -1.0388 -3.5042
O 2.5944 1.3662 -3.1790
H 2.8231 0.3330 -4.8933
H 4.1044 0.0126 -3.7748
H 2.5298 -1.1853 -2.3004
H 2.7349 -1.9553 -3.8463
H 0.6455 -1.9770 -3.6958
H 2.2466 1.1300 -2.3037
C -0.7858 -4.3803 -3.7153
C -0.6708 -4.2852 -2.2228
O 0.4586 -5.0270 -1.7739
O 0.3434 -3.6764 -4.2659
H -1.7675 -3.9671 -3.9481
H -0.7247 -5.3931 -4.1134
H -1.5609 -4.7066 -1.7365
H -0.6125 -3.2742 -1.8137
H 0.9469 -4.5225 -1.0971
H 1.1099 -4.1389 -3.9005
C -3.2603 3.4398 2.2069
C -1.9548 3.6299 2.9408
O -1.6844 4.9582 3.3722
O -4.3539 3.4248 3.1350
H -3.2496 2.4872 1.6701
H -3.4455 4.2477 1.4918
H -1.1858 3.2966 2.2426
H -1.9532 3.0551 3.8725
H -2.4908 5.3144 3.7610
H -5.1669 3.2057 2.6735
C -3.5387 -0.3777 3.7223
C -3.5396 -1.7865 4.3387
O -4.2442 -2.6915 3.5074
O -2.5994 -0.1862 2.6750
H -3.2226 0.2310 4.5771
H -4.5258 -0.1261 3.3404
H -4.0694 -1.7212 5.2908
H -2.5496 -2.1738 4.6062
H -3.7762 -2.8735 2.6817
H -3.0665 -0.0719 1.8340
C -2.9530 -0.7612 -3.5633
C -3.5310 0.6160 -3.3712
O -2.9294 1.3954 -2.3475
O -2.9296 -1.5909 -2.3922
H -1.9576 -0.7237 -4.0138
H -3.5574 -1.3252 -4.2795
H -4.6137 0.5802 -3.2506
H -3.3406 1.0994 -4.3380
H -2.0471 1.6397 -2.6592
H -2.1265 -1.3436 -1.8830
C -5.1004 0.2304 0.1821
C -5.6583 -1.1713 0.0073
O -5.5043 -1.6477 -1.3004
O -3.6827 0.2833 0.1182
H -5.4033 0.7315 1.1106
H -5.4841 0.8993 -0.5989
H -6.6909 -1.2582 0.3488
H -5.1207 -1.8149 0.7240
H -4.5627 -1.5802 -1.5507
H -3.4500 0.5990 -0.7696
C 1.8601 3.9961 2.3381
O 3.0894 3.3938 2.6859
H 1.3473 4.1878 3.2843
H 1.9786 4.9864 1.8810
H 1.1825 3.4132 1.7063
H 3.4181 2.9680 1.8776
C 0.5107 0.2951 4.4223
O 0.1967 0.0700 3.0448
H 0.0503 -0.4708 5.0569
H 1.5930 0.1858 4.4689
H 0.1425 1.2621 4.7679
H -0.7749 0.0017 2.9664
C -1.8627 -3.0169 0.9803
O -2.7876 -4.1018 1.0797
H -1.7522 -2.5612 1.9628
H -0.8949 -3.3665 0.6031
H -2.2196 -2.3176 0.2184
H -3.3308 -4.0784 0.2874

Number 1: highest occupied orbital energy -0.301 hartree. Number 2: highest occupied orbital energy -0.337 hartree.